No. 1
Density functional theory data (wB97M-V/def2-TZVPD) for a molecular structure, C6H6Cl2GdN2NdO3S in a non-equilibrium geometry.

The relative energy (zero: lowest compared OMol25 entry of this formula, charge and spin) is 67.0 kcal per mole. For the frontier orbital gap (alpha / beta), the calculation gives 4.8 / 6.3 eV.

The geometry in ORCA input format:
```
! RIJCOSX wB97M-V def2-TZVPD def2/J DEFGRID3
* xyz 4 11
Nd -0.924 -0.455 -4.197
Gd 0.122 -0.355 -1.000
Cl -1.443 -2.445 -2.284
Cl -1.201 1.837 -2.631
C 1.224 1.595 -0.454
C 0.119 -2.331 -5.458
C 0.217 0.800 -5.965
O 1.793 2.518 -0.032
O 0.418 -3.298 -6.053
O 0.570 1.504 -6.831
S -1.584 -1.319 0.668
C -0.676 -0.492 1.859
N 0.664 -0.521 2.111
C 1.014 0.182 3.332
C -0.339 0.685 3.832
N -1.257 0.227 2.823
H 1.340 -1.062 1.585
H 1.693 1.005 3.088
H 1.494 -0.480 4.063
H -0.374 1.779 3.907
H -0.608 0.255 4.806
H -2.262 0.371 2.830
*
```

Results of the Mulliken charge analysis, in e, for atoms 1 through 6:
1 Nd 1.746
2 Gd 1.415
3 Cl -0.376
4 Cl -0.316
5 C -0.184
6 C 0.122

***

No. 2
Density functional theory data (wB97M-V/def2-TZVPD) for a molecular structure, C4H5NO2 in a non-equilibrium geometry.

The relative energy (zero: lowest compared OMol25 entry of this formula, charge and spin) is 137.2 kcal per mole. For the frontier orbital gap, the calculation gives 8.8 eV.

The geometry in ORCA input format:
```
! RIJCOSX wB97M-V def2-TZVPD def2/J DEFGRID3
* xyz 0 1
N -2.521 -0.739 -0.205
C -1.237 -0.396 -0.151
C -0.020 -0.465 -0.178
C 1.239 0.170 -0.201
O 2.446 -0.338 0.255
C 1.078 1.570 0.199
O 0.556 2.343 -0.569
H -3.007 -0.456 0.634
H -2.737 -1.695 -0.467
H 1.119 -0.541 -1.447
H 2.133 -1.068 0.802
H 1.129 1.960 1.247
*
```

Results of the Mulliken charge analysis, in e, for atoms 1 through 6:
1 N -0.555
2 C 0.275
3 C -0.843
4 C 0.731
5 O -0.445
6 C -0.039

***

No. 3
Density functional theory data (wB97M-V/def2-TZVPD) for 2 unconnected molecules or ions with the total composition C3H3IS in a non-equilibrium geometry.

The relative energy (zero: lowest compared OMol25 entry of this formula, charge and spin) is 100.7 kcal per mole. For the frontier orbital gap (alpha / beta), the calculation gives 6.3 / 6.2 eV.

The geometry in ORCA input format:
```
! RIJCOSX wB97M-V def2-TZVPD def2/J DEFGRID3
* xyz 0 1
C -2.198 1.824 0.081
C -1.159 1.265 0.349
C 1.514 -1.284 -0.280
S 1.344 0.251 0.750
I -4.048 2.535 0.479
H 2.064 -1.260 -1.310
H 0.430 -1.510 -0.480
H 2.052 -1.821 0.410
*
```

Results of the Mulliken charge analysis, in e, for atoms 1 through 6:
1 C -0.918
2 C 0.432
3 C -0.653
4 S 0.130
5 I 0.192
6 H 0.269

***

No. 4
Density functional theory data (wB97M-V/def2-TZVPD) for a molecular structure, C28H24BrNO7Pt in a non-equilibrium geometry.

The relative energy (zero: lowest compared OMol25 entry of this formula, charge and spin) is 24.8 kcal per mole. For the frontier orbital gap (alpha / beta), the calculation gives 3.8 / 3.7 eV.

The geometry in ORCA input format:
```
! RIJCOSX wB97M-V def2-TZVPD def2/J DEFGRID3
* xyz 0 1
Pt 0.929 0.134 -0.663
O 5.591 4.226 -2.678
C 4.674 3.586 -2.249
C 4.088 2.319 -2.873
O 4.465 1.789 -3.889
C 2.991 1.858 -1.976
C 2.797 2.818 -0.873
O 1.896 2.780 -0.048
C 3.843 3.906 -1.000
O 3.980 4.850 -0.272
O 2.326 0.820 -2.165
O -3.449 3.107 -3.873
C -2.499 2.488 -3.156
C -2.021 2.970 -1.939
C -1.048 2.253 -1.287
N -0.539 1.108 -1.769
C -0.994 0.663 -2.945
Br -0.235 -0.899 -3.649
C -1.968 1.312 -3.672
H -3.734 3.917 -3.433
H -2.395 3.888 -1.506
H -0.637 2.584 -0.344
H -2.308 0.922 -4.618
C 2.807 -2.505 -1.082
C 2.826 -1.906 0.324
C 4.247 -1.906 0.879
C 1.899 -2.680 1.256
O 2.448 -0.536 0.269
H 3.177 -3.531 -1.063
H 3.438 -1.914 -1.747
H 1.793 -2.511 -1.488
H 4.632 -2.924 0.953
H 4.259 -1.454 1.871
H 4.902 -1.328 0.228
H 2.274 -3.696 1.390
H 0.886 -2.737 0.855
H 1.850 -2.194 2.232
C -2.761 -0.569 5.331
C -1.963 0.563 5.236
C -1.193 0.772 4.104
C -1.222 -0.130 3.039
C -2.016 -1.274 3.155
C -2.778 -1.489 4.291
C -0.371 0.140 1.869
C -0.512 -0.314 0.608
C -1.721 -0.971 0.057
C -2.963 -0.339 0.176
C -4.097 -0.892 -0.394
C -4.014 -2.093 -1.089
C -2.788 -2.729 -1.213
C -1.650 -2.166 -0.654
H -3.357 -0.741 6.218
H -1.935 1.278 6.048
H -0.558 1.648 4.035
H -2.025 -2.005 2.358
H -3.382 -2.383 4.369
H 0.499 0.760 2.076
H -3.028 0.591 0.729
H -5.050 -0.389 -0.292
H -4.900 -2.527 -1.533
H -2.713 -3.662 -1.756
H -0.691 -2.655 -0.771
*
```

Results of the Mulliken charge analysis, in e, for atoms 1 through 6:
1 Pt 1.214
2 O -0.477
3 C 0.527
4 C -0.055
5 O -0.495
6 C 0.749

***

No. 5
Density functional theory data (wB97M-V/def2-TZVPD) for 2 unconnected molecules or ions with the total composition C5H9N3O in a non-equilibrium geometry.

The relative energy (zero: lowest compared OMol25 entry of this formula, charge and spin) is 103.0 kcal per mole. For the frontier orbital gap, the calculation gives 10.3 eV.

The geometry in ORCA input format:
```
! RIJCOSX wB97M-V def2-TZVPD def2/J DEFGRID3
* xyz 0 1
C 3.157 0.002 -0.043
C 2.135 0.093 0.829
C -0.431 0.872 1.768
C -1.231 0.369 -1.892
C -0.342 0.267 0.331
N 2.707 0.072 -1.342
N 1.448 0.158 -1.301
N 1.075 0.205 -0.027
O -1.132 0.876 -0.543
H 4.218 -0.109 0.187
H 2.173 0.078 1.977
H 0.095 1.839 1.521
H -1.469 1.006 2.128
H 0.127 0.267 2.498
H -1.606 -0.643 -1.971
H -0.372 0.528 -2.490
H -2.064 0.968 -2.321
H -0.820 -1.257 0.268
*
```

Results of the Mulliken charge analysis, in e, for atoms 1 through 6:
1 C -0.640
2 C 0.243
3 C -1.217
4 C -0.646
5 C 0.135
6 N -0.689

***

No. 6
Density functional theory data (wB97M-V/def2-TZVPD) for 2 unconnected molecules or ions with the total composition C3H2Cl2N2O2 in a non-equilibrium geometry.

The relative energy (zero: lowest compared OMol25 entry of this formula, charge and spin) is 76.6 kcal per mole. For the frontier orbital gap (alpha / beta), the calculation gives 7.0 / 8.5 eV.

The geometry in ORCA input format:
```
! RIJCOSX wB97M-V def2-TZVPD def2/J DEFGRID3
* xyz 0 1
C -0.899 -1.743 0.146
C 1.423 0.151 0.196
C -1.517 -0.437 0.043
N -0.310 -2.709 0.265
N 0.809 1.256 -0.299
O 0.488 2.223 0.343
O 0.637 1.195 -1.524
Cl -2.064 0.376 1.435
Cl -1.707 0.216 -1.462
H 2.095 -0.373 -0.349
H 1.045 -0.153 1.207
*
```

Results of the Mulliken charge analysis, in e, for atoms 1 through 6:
1 C 0.092
2 C -0.581
3 C 0.408
4 N -0.361
5 N 0.867
6 O -0.541